166
Properties=species:S:1:pos:R:3:forces:R:3:mulliken_charge:R:1 method="wB97M-V/def2-TZVPD" molar_mass_da=1122.31 max_force_ha_per_bohr=0.0690 lumo_ev=1.95 gap_ev=8.34 charge=-1
O 3.0427 -0.1583 -4.8417 -0.10 -0.09 0.35 -0.69
H 6.4783 4.5317 -2.2001 0.24 -0.15 0.22 0.35
H -3.5955 4.2063 2.4238 0.28 -0.17 -0.14 0.01
C 2.2026 -5.7408 -4.0088 0.60 -0.33 1.03 -0.73
H 1.0363 -4.9997 1.7528 -0.25 -0.26 -0.35 -0.38
O 3.3311 -7.3705 2.5452 0.17 0.00 -0.11 -0.37
H -6.5100 -2.1585 4.0266 0.12 -0.90 -0.08 0.46
C -9.6522 -4.5460 1.6284 -0.44 -0.14 -0.67 -0.74
H 1.5971 -0.7336 -3.4800 0.07 -0.09 0.15 -0.54
H -7.2900 -4.3782 2.4792 0.18 0.03 0.23 0.30
H -0.5751 10.9733 2.7415 0.15 -0.34 0.32 0.32
S 0.7969 1.6721 -0.0655 -0.28 3.45 0.79 -0.71
H 1.8703 2.0173 -4.0310 -0.13 0.05 0.08 -0.34
H -0.6545 7.9999 -0.1058 0.22 0.14 -0.34 0.17
H -1.6015 4.6355 -2.4319 -0.06 -0.60 0.02 0.41
H -8.3992 -3.7143 3.7387 0.81 -0.29 0.53 0.27
H 3.5800 -4.1046 -0.0057 0.29 -0.38 -0.10 0.42
C -1.6311 -5.4774 0.0663 -0.73 -0.59 0.46 0.62
H 0.8872 10.1039 1.4236 0.12 -0.28 0.04 0.39
O 3.4094 -2.5398 3.7958 -0.70 -0.02 -0.76 -0.76
C -7.8398 -3.5029 2.8165 -0.83 0.16 -0.11 -0.23
N 0.8761 0.2486 0.5718 -1.40 -2.26 -1.51 -0.24
H -4.8605 -3.3057 1.8857 0.66 0.09 -0.43 0.16
H -1.1904 6.9359 -2.3062 0.07 0.20 0.16 0.29
H 2.4223 -2.0572 -4.3126 -0.06 0.04 0.06 0.21
C -7.4019 -7.1448 0.2097 0.46 0.29 0.99 -0.74
H 1.3876 -5.9338 -0.2409 0.39 -0.82 -0.25 0.22
N 2.3198 -5.8223 0.1608 -0.71 0.85 0.04 -0.35
C 0.1080 6.0197 1.3711 -0.95 -0.12 0.55 -0.42
N 3.3824 4.0785 -6.0024 -0.66 -0.02 -0.39 -0.38
H 2.2564 -0.7792 1.3986 0.50 -0.18 -0.09 -0.11
C 2.0992 -6.7565 2.4259 -2.45 0.82 -0.70 -1.13
C 1.9973 -5.4941 1.5537 1.92 0.16 0.93 1.25
H 6.9447 0.4704 0.4848 -0.29 -0.09 -0.50 0.40
N 1.3557 -1.5744 3.5297 0.89 -0.55 -0.09 -0.23
C 4.1785 -6.7867 3.5169 0.05 -0.09 -0.35 -0.56
C -2.4647 2.3404 4.9453 0.70 -0.80 -0.64 -0.26
C 2.3180 3.3058 -5.6043 -0.08 0.09 0.68 0.78
H -0.0812 4.2201 -1.5831 -0.20 -0.12 0.06 -0.19
H 0.7136 -1.0412 2.9763 -0.14 0.04 0.09 0.07
H 3.5554 -0.3198 -2.0640 0.08 0.21 -0.26 -0.27
H -1.3263 1.0777 -5.6847 -0.32 0.02 0.51 0.48
H -2.2587 10.9152 2.4362 -0.19 -0.28 -0.16 0.27
H -3.6133 4.9545 0.7981 -0.19 -0.02 -0.01 0.36
H 0.8075 1.4719 -6.4197 -0.39 0.06 0.17 0.29
C -1.0627 -1.7552 0.6294 -0.05 2.08 -0.09 0.14
H 1.1589 5.5490 -3.1271 0.08 0.67 0.33 0.19
H 4.1989 -4.9412 -2.1177 -0.04 -0.41 -0.29 0.24
C -9.0507 -5.4735 0.5798 -0.67 -0.06 -0.98 -0.55
H 4.2340 4.1797 -5.4827 0.06 -0.15 0.04 0.13
H 2.5362 -6.6894 -4.4351 -0.56 -0.08 -0.21 0.28
O 7.5823 -0.0754 2.8091 -0.28 -0.47 -0.02 -0.54
H -0.2047 5.9942 -4.1059 -0.15 -0.46 0.06 0.32
H -1.4528 9.4182 2.9190 0.17 -0.30 -0.34 0.26
H 1.9719 -3.8707 -0.5766 0.00 -0.11 0.44 -0.07
H -7.8186 -1.5055 3.2162 0.32 0.38 -0.52 0.31
H 0.6891 5.7662 0.4865 0.37 0.50 0.07 0.08
H -1.2143 4.4033 1.0045 0.37 0.11 -0.53 0.25
H 3.2235 4.6084 -6.8387 0.16 0.09 0.04 0.22
F -2.0093 -2.3459 -0.0733 0.05 -0.35 -0.23 -0.21
H -0.7384 -1.6074 -5.9613 0.45 0.20 -0.06 0.34
C -1.3495 10.3209 2.3176 -0.05 1.58 0.01 -0.70
C -0.8678 -0.9915 -5.0689 -1.43 0.26 -0.83 -1.06
H -3.2387 -5.7544 1.5522 0.07 0.20 -0.11 0.19
H -9.5408 -2.5313 1.9848 0.14 0.06 0.41 0.26
O -2.5801 2.3851 6.3642 -0.48 0.56 0.05 -0.57
C -7.0146 -2.2451 3.0505 -1.02 0.87 0.88 -0.80
C 6.3447 -0.4763 2.2524 -2.01 -0.30 -0.39 -0.49
H 1.5873 -6.5238 3.3748 0.54 -0.11 0.31 0.44
H 3.8255 -1.5478 1.4459 0.06 -0.18 0.08 -0.16
O -6.1619 -1.7840 2.0560 0.17 0.99 -1.18 -0.38
O -2.2043 5.7357 2.0956 0.30 0.74 -0.18 -0.42
H 2.7193 -4.7610 1.9460 0.09 -0.04 -0.21 -0.11
H 5.1948 -6.9683 3.1712 0.10 -0.07 0.20 0.24
H -4.0355 -1.6833 1.6542 -0.66 0.35 -0.71 -0.03
C 0.2534 8.2081 0.4835 -1.87 0.73 -0.14 -0.12
H -9.8429 -5.1786 2.5115 0.42 0.23 0.36 0.29
H -1.9920 1.7312 6.7458 0.10 0.00 -0.09 0.33
H 5.4704 -0.3567 2.9112 0.51 0.23 0.56 0.25
O 6.4191 3.4148 -3.9267 0.10 0.03 0.05 -0.53
H 1.1312 -1.9655 4.4244 -0.32 0.14 -0.02 0.20
C -0.5112 0.4775 -5.2891 1.36 -0.79 -0.41 0.45
H -2.7782 -7.2021 0.6769 0.01 -0.01 0.01 0.35
H -6.4064 -7.3642 0.5995 -0.11 -0.31 0.12 0.19
C 3.1092 -4.7984 -2.0289 1.16 -0.02 0.81 0.25
H 7.0815 4.0351 -4.2442 0.06 -0.11 -0.02 0.30
F 2.0682 3.8858 0.7153 -0.18 0.09 -0.28 -0.19
H -0.3100 3.6242 -3.2274 -0.23 -0.19 -0.13 0.06
H 4.8026 1.9470 -2.3222 0.23 0.05 -0.39 0.16
H -1.2551 4.1621 4.7164 -0.25 -0.12 0.39 0.26
C 2.6210 -1.9082 3.0829 0.78 0.85 0.62 0.53
H 5.6453 1.3104 1.3034 -0.24 -0.03 -0.21 0.10
H -4.1969 5.8406 2.2549 -0.23 -0.07 -0.24 0.25
C -2.3859 -6.2813 1.1196 -0.01 -0.30 0.05 -1.07
H -9.8603 -6.1789 0.3171 0.31 -0.55 0.41 0.39
H -8.8561 -5.0150 -0.3998 0.04 0.64 0.28 0.34
H -4.5594 -2.2363 3.2121 0.21 0.08 -0.08 0.29
O -0.4746 2.3133 0.1916 0.10 -0.19 -0.66 -0.64
C -4.8263 -2.2391 2.1411 -0.69 -1.59 1.98 -0.31
C 2.5707 -1.0687 -3.8509 -0.21 -0.21 -0.21 0.92
O -0.5990 -6.2545 -0.5140 0.21 0.20 -0.01 -0.42
H 0.5456 10.1826 -0.2886 -0.27 -0.03 -0.08 0.38
H 2.8737 -4.9940 -4.4394 -0.27 0.28 0.04 0.32
H -2.3059 1.2843 4.6888 -0.30 0.10 -0.36 0.19
H 1.3648 -7.3853 1.9031 0.57 -0.79 0.21 0.29
H -0.7448 7.6673 2.1865 -0.09 -0.04 -0.08 0.27
H -0.9647 3.1416 3.4057 -0.48 -0.75 -0.14 -0.06
N -8.9311 -3.3192 1.8366 0.95 -0.33 -0.47 -0.32
O -1.0978 10.2145 0.9322 0.02 -0.62 0.16 -0.36
H -1.6614 5.7995 0.0531 -0.02 0.49 0.20 0.37
H -10.6682 -4.3027 1.3048 0.09 0.08 -0.30 0.44
H -1.9589 -0.9860 -4.9604 0.09 -0.34 0.59 0.35
H -1.7169 -6.5633 1.9344 0.02 -0.02 -0.03 0.26
H 5.0440 2.9311 -0.9357 0.04 0.09 0.06 0.36
H 1.1485 -5.5043 -4.1457 0.07 -0.06 -0.63 0.22
N 2.5391 2.6393 -4.4416 -0.01 0.83 -0.59 0.46
H -0.4180 2.6374 5.0246 0.31 0.25 -0.28 0.36
C 5.9929 0.3218 1.0043 1.31 0.26 0.63 -0.27
N 0.1250 7.4459 1.7228 1.49 -0.37 -0.60 -0.27
C -0.5309 4.4400 -2.5497 0.02 1.32 0.01 -0.07
H -3.3893 2.6681 4.4719 -0.09 0.12 0.34 0.25
H 6.2599 -1.5476 2.0206 0.80 -0.02 -0.06 0.31
H -7.2151 -6.8906 -0.8372 -0.66 0.09 -0.13 0.32
C 6.3976 3.4788 -2.4919 -0.80 0.08 -0.33 -0.52
H -0.1301 0.7922 -4.3120 -0.32 0.75 -0.07 -0.19
C 0.2134 9.7227 0.6456 0.31 0.01 0.16 -0.80
O 1.4455 1.8535 -1.3421 -0.15 -0.31 0.16 0.31
O 1.2578 3.2688 -6.2413 0.57 -0.21 0.02 -0.82
H 0.4937 5.4136 2.1939 0.03 0.15 0.08 0.02
F -0.4146 -2.6108 1.3794 0.30 -0.61 0.12 -0.17
H 2.2470 0.2038 -5.2635 0.18 -0.22 -0.37 0.28
H 5.2635 -0.2121 0.4031 -0.03 0.21 -0.19 -0.03
H 7.8306 -0.8092 3.3805 0.24 0.25 0.13 0.33
C 1.8723 2.6362 1.1317 -0.05 -0.70 -1.69 0.32
O -0.2281 6.8832 -2.2736 0.21 -0.51 -0.01 -0.45
H 3.3797 2.8613 -3.9463 0.09 -0.46 0.24 -0.06
H 4.2316 3.6391 -2.2900 0.07 0.02 -0.17 0.09
F 3.0798 2.0540 1.1098 0.05 -0.08 1.13 -0.13
C 5.0512 2.9679 -2.0283 -0.17 -0.08 0.87 -0.42
H 3.3662 -2.0269 -2.0614 -0.12 -0.01 -0.22 -0.39
C 2.7803 -4.6235 -0.5411 -1.21 1.05 -0.42 -0.25
H -0.3909 -1.4597 -4.2151 0.03 0.09 0.05 0.03
O 0.5334 0.5453 -6.2760 0.45 -0.15 0.22 -0.68
C 3.5691 -1.1883 -2.7277 0.27 0.13 0.37 -0.28
O 1.0114 -1.7357 -1.0325 -0.17 -0.13 0.86 -0.06
H -0.9710 -7.0212 -0.9588 -0.06 0.03 0.01 0.24
C 0.0823 5.7389 -3.0753 0.29 -0.42 -0.70 -0.55
H 4.0525 -5.7054 3.6059 -0.15 0.02 0.03 0.18
H -1.1734 -4.6311 0.5629 0.21 0.09 -0.31 -0.48
C -1.2356 3.0979 4.4609 0.45 0.66 0.68 -0.48
O -0.7287 -0.1561 -1.5054 -0.55 0.46 0.78 -0.60
H 1.0570 7.8927 -0.1789 0.40 -0.11 0.53 0.35
H 4.5656 -1.3196 -3.1554 0.05 0.07 0.08 0.54
O -7.8660 -6.0817 1.0200 0.08 0.17 0.16 -0.27
O 2.3852 -5.8619 -2.5920 0.03 0.34 -0.39 -0.36
F -1.6573 -0.8578 1.4405 -0.11 -0.17 0.14 -0.22
C -1.2708 5.5022 1.0349 -0.52 -1.92 0.55 0.11
H 7.1939 2.8840 -2.0337 0.11 0.11 -0.21 0.28
N 2.9612 -1.3215 1.8953 -0.74 -0.21 0.32 0.87
H -2.3438 -5.1393 -0.6910 0.16 0.24 -0.08 0.35
S 0.0835 -0.7720 -0.4973 1.65 -0.92 -0.57 1.07
F 1.2738 2.7004 2.3046 0.65 -0.39 0.65 -0.12
H 2.9199 -3.8357 -2.5133 -0.32 -0.24 -0.17 -0.31
H 4.0099 -7.2725 4.4808 0.08 0.12 0.16 0.28
C -3.4611 5.1361 1.8629 0.02 0.47 0.38 -0.63
H -8.0760 -7.9814 0.3984 0.12 -0.32 -0.66 0.31